Here is a 4-piece molecular cluster, C6H22N2O3 overall from the Open Molecules 2025 dataset. Energies are from ωB97M-V/def2-TZVPD.

LUMO energy in eV: 0.42
Structure (SMILES): CCCN(C)CCN.O.O.O
HOMO in eV: -8.286

XYZ file:
```
33
Properties=species:S:1:pos:R:3:forces:R:3
H 1.0507 -3.3647 -0.7027 1.695 0.882 1.297
H -1.2593 -0.0751 -2.6135 1.732 0.070 0.883
H 1.4268 -0.8057 0.7420 1.528 3.315 5.645
H 2.7267 -2.5980 -0.4143 0.813 -0.784 0.092
H 0.6514 0.9985 2.4223 -1.850 -0.471 1.229
C 1.6025 -0.4927 -1.2304 2.253 -4.292 -1.968
H 2.6969 -0.4422 -0.8268 -1.141 1.762 -1.592
O -3.0508 -0.1541 1.8388 1.053 -1.469 -1.540
H -3.1764 -0.1584 0.8197 0.477 -0.370 2.732
H -1.5404 1.2157 -0.7474 0.846 2.490 0.080
N -0.7825 2.5936 0.7674 0.115 0.194 2.483
H 0.7461 2.6346 -1.8031 0.702 -1.302 0.769
C 1.7440 -2.7274 -0.0056 -2.640 -0.049 0.142
C -0.8453 2.1747 -0.6025 -0.086 -1.298 -0.452
H -1.3426 -1.6174 3.1489 0.073 -0.697 0.940
H -1.5156 2.2843 1.4135 0.266 0.231 -0.814
H 1.6569 -3.0982 1.0701 0.576 0.106 -1.630
C 0.5379 1.7548 -1.0958 3.224 0.905 -0.322
H -0.3750 1.1527 -3.3440 0.543 0.030 -0.624
O -1.0435 -1.9946 2.3165 -1.524 -1.548 1.105
H -0.9767 3.1017 -1.2696 -1.340 -1.631 0.869
H -2.5003 -0.9998 2.1074 -1.807 2.007 -1.676
H 0.1037 2.6004 1.3389 -1.289 -0.064 -1.734
C -0.1445 0.2155 -2.8367 -1.876 -0.643 -0.450
H -0.8530 0.5120 2.3639 0.508 0.907 0.511
O -0.1678 0.8365 2.9965 1.225 -0.414 -1.487
H 1.3410 1.7541 -0.2393 -1.539 0.369 -1.410
H 1.7497 -1.1906 -2.2100 -0.136 0.775 2.476
H -0.5877 -1.2481 2.0319 1.995 1.708 -1.457
H 0.1323 -0.6095 -3.5169 0.423 0.686 0.128
N 0.8471 0.5149 -1.8354 -1.533 2.092 0.917
C 1.1428 -1.3013 -0.0249 -4.634 -4.124 -5.464
H 0.0050 -1.4663 -0.0588 1.347 0.628 0.319
```
Positions in Å, forces in eV/Å.

Here is an isolated ion of composition C2H5N2O3 and charge -1 from the Open Molecules 2025 dataset. Energies are from ωB97M-V/def2-TZVPD.

Charge: -1
LUMO energy in eV: 4.21
Structure (SMILES): C[C@H](O)N=[N+]([O-])[O-]
HOMO in eV: -3.872

XYZ file:
```
12
Properties=species:S:1:pos:R:3:forces:R:3
N -1.5670 0.1623 0.7817 -4.437 1.303 0.381
O -3.2896 1.4788 1.2139 -0.227 0.524 0.121
H -0.2646 -0.1544 -1.5305 -0.056 0.703 0.686
H 0.4657 0.4044 1.5028 -1.403 -1.077 -1.310
O -0.1416 -1.5205 0.9127 -1.875 -1.807 -0.553
H 0.4613 1.3557 -0.6135 -0.477 -0.739 -0.688
C -0.2407 -0.1419 0.7014 3.186 2.001 0.815
H 1.3127 -0.1638 -0.8252 0.692 -0.275 0.184
N -2.0614 1.3497 1.2082 1.837 -3.900 -1.115
H -1.0883 -1.8280 0.6570 2.160 0.709 0.749
O -1.2569 2.1899 1.5879 0.474 1.959 0.607
C 0.3288 0.2462 -0.6767 0.128 0.599 0.123
```
Positions in Å, forces in eV/Å.

Here is C24H32AsBrN6O5PtS5 as an isolated structure from the Open Molecules 2025 dataset. Energies are from ωB97M-V/def2-TZVPD.

LUMO energy in eV: -0.98
HOMO in eV: -7.471

XYZ file:
```
75
Properties=species:S:1:pos:R:3:forces:R:3
H -3.4144 -2.5093 -2.5804 -0.063 -0.006 0.116
As -1.8080 3.1566 3.3093 0.002 0.059 -0.055
H 1.3864 5.0523 -0.7481 0.083 -0.025 -0.018
H -2.7091 -3.4905 3.4087 0.002 0.001 0.001
H -2.9658 0.2696 -1.2311 0.036 0.013 0.052
C 2.2268 3.1932 -0.2654 -0.182 0.017 -0.029
S -1.5172 5.2286 3.0621 0.020 -0.022 -0.024
C -2.0332 -4.3752 -4.1127 0.007 0.001 -0.023
C -1.0693 -3.8178 -3.2896 0.016 0.007 -0.015
H 2.6958 3.7557 3.5253 0.006 0.023 0.017
C -3.8282 -3.8402 -0.9275 -0.014 0.013 0.029
H -0.6317 4.3450 -0.3677 0.019 0.040 0.013
H -4.0576 -3.7915 0.1387 0.006 -0.003 0.006
H 6.0129 2.2150 0.3500 -0.034 0.015 -0.016
H -4.6478 -4.3580 -1.4246 -0.002 -0.003 -0.005
N 3.4304 2.3898 2.2047 -0.117 -0.038 0.086
S -2.7783 2.3528 4.9307 0.013 -0.016 -0.004
C -1.5777 -1.6320 -4.1774 0.061 0.004 -0.057
C 1.3920 4.4165 0.1374 -0.040 -0.033 -0.054
H 4.0577 4.7583 0.9738 -0.008 0.047 0.055
C 3.5089 3.7179 2.8014 -0.006 -0.045 0.014
C 4.3158 1.8561 1.3815 0.100 -0.100 -0.042
H -1.5783 -5.5606 2.6535 -0.003 -0.001 -0.005
C -0.8545 -2.4433 -3.3093 0.029 -0.025 -0.066
N 5.5066 2.4583 1.1840 0.054 -0.075 0.139
N -2.2213 -0.4073 -1.3471 -0.095 -0.024 -0.166
S 0.2118 2.1786 2.8809 0.093 0.004 0.018
H -2.2126 -5.4418 -4.0886 -0.001 -0.001 0.004
H 2.0325 6.2768 0.9877 -0.082 0.001 0.018
H 4.6826 0.3452 0.1029 0.011 0.018 0.017
C -3.6262 -2.4483 -1.5118 0.009 -0.007 -0.011
O 3.3563 3.3839 -0.6921 -0.032 -0.039 -0.141
H 4.4398 3.7975 3.3703 0.015 -0.018 -0.037
O 1.6916 2.0286 -0.1147 -0.020 -0.040 0.026
H 1.3921 -3.1990 0.6566 0.047 0.000 -0.007
C 0.4958 -3.2713 1.2561 -0.055 0.019 -0.044
C 0.2144 -1.8990 -2.4274 0.007 -0.059 0.043
S -0.9524 1.8553 -1.7694 -0.023 0.044 -0.024
S -2.4662 2.2936 1.3164 -0.039 -0.002 0.058
Pt -0.2882 2.0361 0.6261 -0.026 -0.008 0.065
H 1.2786 5.2182 2.1466 0.016 -0.085 0.037
H -4.5401 -1.8579 -1.3974 -0.004 0.006 -0.005
C 0.3664 -0.7871 1.2060 -0.010 0.097 0.183
H -3.0812 -1.5700 -5.7008 -0.002 0.000 0.000
C -0.0391 -4.4974 1.6092 -0.017 -0.005 0.004
H -0.4756 -4.4325 -2.6242 -0.007 -0.005 0.006
H 3.1075 0.3214 0.8123 0.064 0.014 0.062
C -1.0818 0.1378 -1.6847 0.109 -0.027 0.032
H -2.7233 -1.5876 0.2548 0.001 -0.018 -0.027
C -2.4856 -1.7395 -0.8006 -0.058 0.013 0.070
C -2.5268 -2.1969 -5.0155 0.033 -0.002 -0.039
H -1.8151 -1.2713 2.7259 -0.004 0.004 -0.002
H 2.5489 1.9003 2.3090 0.034 -0.015 -0.001
H -2.9269 -4.4454 -1.0472 -0.003 0.003 0.013
H -0.4186 4.5190 1.2460 0.020 0.002 0.007
O 1.2369 -2.4909 -2.1931 0.009 0.012 0.017
C -1.8210 -3.4261 2.7936 0.013 0.023 0.002
C -2.7618 -3.5645 -4.9745 0.013 -0.008 -0.020
Br 0.8138 -6.0846 1.0200 0.003 -0.007 -0.012
C -1.1883 -4.5904 2.3785 0.010 -0.019 -0.002
C -0.1663 -2.1163 1.6527 0.009 -0.024 -0.016
H 0.9080 -0.1240 -1.6733 0.013 0.034 -0.037
O -0.5883 0.0548 0.9685 0.085 -0.005 -0.180
O 1.5686 -0.5908 1.0843 -0.013 -0.010 -0.049
H -1.5732 -2.3312 -0.8316 -0.019 0.018 0.029
N 0.0441 -0.5974 -1.9203 -0.105 0.066 0.012
N -0.0352 4.0419 0.3969 -0.017 0.056 0.001
N 4.0688 0.6768 0.8259 0.010 0.011 -0.006
C -1.3238 -2.1868 2.4205 0.028 -0.005 0.042
C 3.3895 4.8891 1.8270 0.067 0.154 -0.042
H -3.5103 -4.0017 -5.6224 -0.001 -0.001 0.000
H 3.7452 5.7649 2.3754 -0.021 0.017 0.005
H 5.5929 3.4192 1.4648 -0.008 -0.007 -0.038
C 1.9875 5.2373 1.3151 -0.034 -0.017 0.016
H -1.3867 -0.5665 -4.2206 -0.004 -0.004 0.007
```
Positions in Å, forces in eV/Å.